A) The following is a quantum chemistry calculation of a 9-piece molecular cluster, C32H84F6N7O13 overall, from the OMol25 dataset.

ORCA input file:
```
! RIJCOSX wB97M-V def2-TZVPD def2/J DEFGRID3
* xyz 3 1
F 17.76 -4.75 18.57
F 18.84 -2.94 18.11
F 13.97 1.37 8.58
F 12.34 2.17 7.49
F 13.91 1.00 6.54
F 17.34 -2.89 19.65
O 11.04 -9.43 12.71
O 7.06 -3.73 9.34
O 12.05 -0.37 9.24
O 16.82 -3.28 16.05
O 16.88 0.04 7.48
O 11.12 -0.46 7.21
O 11.62 -2.00 17.01
O 17.29 -7.57 7.58
O 17.85 -7.58 17.09
O 13.29 -3.89 12.85
O 14.96 -3.30 11.61
O 13.49 -4.73 11.01
O 15.10 -3.32 17.56
N 17.22 -1.07 10.92
N 15.89 -6.22 9.52
N 11.74 -6.54 13.07
N 9.38 -1.98 8.96
N 15.23 -6.56 17.03
N 14.45 -1.70 14.64
N 13.97 -3.96 11.87
C 17.95 -2.61 15.48
C 16.49 -3.03 17.43
C 16.82 -0.43 6.18
C 15.57 -5.89 14.56
C 10.22 -1.68 17.06
C 10.62 -10.72 13.16
C 17.60 -6.67 16.01
C 18.42 -7.92 6.82
C 17.30 -0.91 8.39
C 10.68 -7.17 10.95
C 19.16 -7.63 17.69
C 12.96 -0.64 11.50
C 12.22 -2.31 15.79
C 9.51 -3.47 8.64
C 13.00 -1.07 10.03
C 10.95 -4.00 8.90
C 6.59 -4.15 8.05
C 16.75 -6.24 7.36
C 13.12 1.08 7.57
C 13.33 -1.27 15.61
C 14.79 -4.68 7.91
C 9.95 -8.49 13.00
C 15.44 -6.06 8.06
C 17.23 -0.09 9.77
C 12.93 0.24 15.24
C 16.02 -6.74 15.77
C 18.35 0.98 10.05
C 17.65 -3.39 18.44
C 10.47 -7.10 12.41
C 12.35 -0.27 7.83
C 8.42 -4.26 9.50
C 17.93 -3.03 14.02
H 9.69 -2.54 16.64
H 15.77 -7.77 15.54
H 18.31 1.37 11.07
H 14.68 -6.81 7.85
H 16.62 -1.96 17.61
H 11.31 -3.95 9.93
H 18.20 -7.04 15.18
H 19.77 -8.35 17.14
H 18.11 -1.47 11.17
H 11.70 -3.41 8.37
H 16.23 -6.03 13.70
H 19.74 -6.74 17.46
H 18.80 -2.54 13.57
H 7.10 -3.72 7.19
H 19.25 -7.22 6.80
H 9.78 -8.21 14.04
H 14.06 -0.95 9.79
H 18.75 -8.82 7.34
H 14.98 -0.89 14.35
H 9.96 -1.33 18.06
H 5.57 -3.82 7.90
H 19.22 -7.80 18.76
H 9.32 -3.50 7.56
H 12.07 -5.65 12.73
H 11.97 -0.54 11.93
H 13.45 0.32 11.66
H 15.01 -2.44 15.05
H 16.22 0.30 9.94
H 14.60 -6.19 14.18
H 18.95 -2.97 15.74
H 14.27 -6.84 16.88
H 15.54 -3.94 8.21
H 14.14 -2.15 13.80
H 16.77 -6.01 6.30
H 18.15 -8.09 5.78
H 8.38 -5.32 9.27
H 6.51 -5.22 7.86
H 18.30 1.80 9.33
H 9.76 -11.20 12.70
H 17.79 -0.60 5.70
H 9.71 -6.36 12.65
H 10.30 -10.66 14.20
H 18.35 -1.13 8.17
H 12.22 0.68 15.94
H 19.37 0.62 9.90
H 16.85 -0.50 11.66
H 17.79 -4.09 13.82
H 8.43 -1.66 8.87
H 17.45 -5.53 7.78
H 8.60 -4.08 10.56
H 11.62 -6.50 14.07
H 12.67 -3.30 15.82
H 16.36 -7.11 9.66
H 11.06 -6.23 10.56
H 9.03 -8.80 12.51
H 16.42 -5.43 9.85
H 11.58 -2.35 14.90
H 15.64 -7.15 17.74
H 17.87 -5.63 16.19
H 12.35 0.23 14.31
H 16.69 -1.90 10.71
H 13.93 -4.72 8.57
H 11.01 -5.02 8.55
H 10.02 -0.77 16.48
H 12.77 -2.13 9.93
H 16.19 0.25 5.61
H 13.75 0.90 14.96
H 11.46 -11.40 13.30
H 13.46 -1.32 12.19
H 9.50 -1.73 9.93
H 16.36 -1.42 6.10
H 10.04 -1.40 8.46
H 15.28 -5.61 17.37
H 14.41 -4.54 6.90
H 15.39 -4.86 14.84
H 13.83 -1.18 16.58
H 17.02 -2.69 13.54
H 9.69 -7.30 10.50
H 11.24 -8.06 10.69
H 15.11 -6.18 10.15
H 12.53 -7.13 12.88
H 16.59 -1.73 8.34
H 13.07 -1.04 7.54
H 18.01 -1.52 15.51
*
```

**E_HOMO**: -12.94 eV

B) The following is a quantum chemistry calculation of a 9-piece molecular cluster, C32H84F6N7O13 overall, from the OMol25 dataset.

ORCA input file:
```
! RIJCOSX wB97M-V def2-TZVPD def2/J DEFGRID3
* xyz 3 1
F 5.80 -0.17 0.50
F 0.59 0.58 -1.68
F 3.96 0.00 -0.68
F -1.41 0.37 -2.65
F -0.80 2.24 -1.83
F 4.86 -1.97 -0.25
O -5.79 -2.66 1.39
O -2.00 1.34 0.54
O -1.17 -4.50 1.62
O 1.02 -4.25 -1.07
O 7.12 0.23 -1.88
O -0.21 0.03 0.61
O 6.40 -1.84 -2.37
O -6.66 3.54 0.47
O -2.95 0.38 -6.41
O -2.15 -4.17 3.56
O 7.83 -0.68 4.41
O 1.22 3.81 0.32
O -3.17 -5.21 1.96
N -1.58 -4.24 -1.48
N -5.05 1.67 -4.90
N -4.45 -0.34 1.21
N 0.73 2.34 2.47
N 6.48 -2.60 5.58
N -2.14 -4.62 2.40
N -3.64 3.64 1.49
C 8.57 0.36 3.79
C -4.97 -2.33 2.47
C -7.62 2.71 -0.18
C -2.66 1.09 -5.23
C -4.44 4.45 0.44
C -0.69 0.92 -1.58
C 2.36 3.17 0.80
C 1.29 4.10 -1.09
C -3.64 2.22 -5.06
C -3.38 3.16 -3.90
C 0.67 -3.77 -2.33
C -3.00 -1.04 -6.29
C 6.83 1.62 -1.75
C 6.45 -0.55 4.20
C -3.81 -1.52 1.91
C -0.69 -4.32 -2.71
C 3.10 1.61 2.62
C -3.36 4.98 -0.51
C -6.51 -3.90 1.58
C 5.18 -0.69 -0.61
C 2.40 -3.96 -0.83
C -1.28 0.44 -0.21
C -2.90 -0.97 2.97
C -1.41 -3.59 -3.84
C 0.13 -1.36 0.76
C -5.43 3.49 -0.21
C 2.18 2.77 2.23
C 6.00 -0.65 -1.96
C 4.27 -1.94 4.47
C 1.49 -1.48 1.44
C 8.13 2.36 -1.97
C 5.82 -1.94 4.38
H 5.90 0.14 4.86
H 3.28 0.85 1.86
H -4.22 3.81 -3.66
H -5.18 1.32 -3.94
H 0.18 -1.75 -0.26
H -1.08 -3.93 -0.63
H 4.08 1.85 3.02
H 3.94 -1.57 3.50
H 2.51 2.26 0.18
H -2.19 -0.25 2.53
H -4.85 -0.65 0.33
H -0.61 -5.38 -2.93
H -3.40 -0.27 3.65
H 3.93 -2.93 4.74
H 2.30 3.57 2.96
H -3.22 2.82 1.01
H 1.46 -1.23 2.50
H -0.59 -1.85 1.42
H -2.89 4.14 1.97
H -4.91 5.29 0.96
H -3.65 2.83 -5.96
H 8.88 1.85 -1.37
H -5.43 -1.72 3.27
H 3.10 -4.54 -1.44
H 5.26 -0.27 -2.69
H -6.93 -4.15 0.60
H 5.99 -3.47 5.81
H -0.76 -3.59 -4.72
H 1.43 -4.08 -3.06
H 3.31 3.68 0.61
H 2.19 -0.88 0.85
H -4.63 -3.21 3.02
H 0.15 3.18 2.40
H -3.24 2.56 -3.00
H 0.37 1.70 1.75
H -2.77 0.41 -4.38
H -7.99 3.30 -1.02
H 2.60 1.06 3.43
H 7.98 3.35 -1.54
H 6.53 1.78 -0.71
H -1.92 -0.44 -0.41
H -5.13 0.75 -5.36
H -4.26 3.28 2.22
H -7.31 -3.81 2.31
H -2.48 3.77 -3.94
H 2.52 -2.88 -0.94
H -7.29 1.75 -0.58
H -3.24 -2.07 1.17
H 0.56 1.96 3.40
H 7.45 -2.91 5.44
H -1.92 -5.17 -1.24
H 1.55 3.19 -1.64
H -2.35 -4.06 -4.13
H -5.86 -4.72 1.88
H -8.49 2.52 0.45
H -2.73 4.15 -0.83
H 2.03 4.90 -1.17
H 6.08 2.08 -2.40
H 1.67 -2.54 1.29
H -5.61 3.93 -1.20
H 6.32 -0.21 3.17
H 6.44 -2.04 6.43
H -2.33 -3.57 -1.65
H 9.65 0.21 3.84
H -5.12 0.14 1.82
H -3.87 5.36 -1.39
H -1.65 1.50 -5.28
H 2.63 -4.13 0.22
H -4.96 2.50 -0.25
H 3.90 -1.21 5.20
H 0.31 4.41 -1.43
H 0.69 -2.68 -2.54
H 8.49 2.36 -3.00
H -5.83 2.29 -5.11
H -1.59 -2.54 -3.60
H -2.31 -1.76 3.43
H 8.33 0.65 2.76
H 6.03 -2.58 3.52
H -3.75 0.40 1.02
H 8.33 1.27 4.36
H -2.77 -1.50 -7.24
H -2.75 5.78 -0.10
H -3.98 -1.41 -5.95
H -2.22 -1.30 -5.57
*
```

**E_HOMO**: -10.03 eV

Relative to the most stable structure, the computed energies are A) 0.0208; B) 0.0000, all in hartree.

A) The following is a quantum chemistry calculation of an isolated molecule of CH6P2S, from the OMol25 dataset.

ORCA input file:
```
! RIJCOSX wB97M-V def2-TZVPD def2/J DEFGRID3
* xyz 0 1
S -1.08 0.35 -1.04
P -2.35 -0.41 0.35
P 0.78 0.13 0.09
C 2.32 -0.21 -0.48
H 0.27 -0.88 0.98
H 2.63 -1.02 -1.13
H 0.96 1.19 0.97
H -3.62 -0.60 -0.24
H -2.76 0.84 0.83
H 2.85 0.62 -0.33
*
```

**E_HOMO**: -8.02 eV
**SMILES**: C=[PH2]SP

B) The following is a quantum chemistry calculation of an isolated molecule of CH6P2S, from the OMol25 dataset.

ORCA input file:
```
! RIJCOSX wB97M-V def2-TZVPD def2/J DEFGRID3
* xyz 0 1
S 1.10 0.05 0.77
P -0.38 -0.33 -0.77
P 2.67 0.56 -0.55
C -2.02 0.18 0.05
H -2.69 -0.70 -0.11
H 3.36 1.08 0.50
H -0.89 -1.60 -0.48
H -2.43 1.01 -0.35
H -1.94 0.34 1.15
H 3.23 -0.60 -0.21
*
```

**E_HOMO**: -9.01 eV
**SMILES**: C[PH]#S#[PH2]

Relative to the most stable structure, the computed energies are A) 0.0590; B) 0.0000, all in hartree.

A) The following is a quantum chemistry calculation of a 2-piece molecular cluster, C3H13N2O overall, from the OMol25 dataset.

ORCA input file:
```
! RIJCOSX wB97M-V def2-TZVPD def2/J DEFGRID3
* xyz 0 2
O 1.39 -3.36 -0.01
N -1.16 0.58 1.69
N -0.08 1.63 -0.52
C -0.37 1.93 -1.93
C 0.39 0.27 -0.27
C -0.27 -0.42 0.95
H 0.42 -0.83 1.68
H 0.04 1.18 -2.61
H 0.07 2.88 -2.23
H -1.44 1.90 -2.16
H 1.10 -4.13 0.50
H -1.89 0.09 2.26
H -0.91 -1.21 0.59
H 1.46 0.06 -0.16
H -1.43 1.26 0.96
H 1.50 -3.64 -0.91
H -0.55 1.08 2.38
H 0.11 -0.31 -1.14
H 0.58 2.32 -0.19
*
```

**E_HOMO (spin up / spin down)**: -3.16 / -9.66 eV
**Expectation value of S²**: 0.751

B) The following is a quantum chemistry calculation of a 2-piece molecular cluster, C3H13N2O overall, from the OMol25 dataset.

ORCA input file:
```
! RIJCOSX wB97M-V def2-TZVPD def2/J DEFGRID3
* xyz 0 2
O 3.03 -0.19 0.80
N 0.64 0.57 0.21
N -1.32 1.58 -1.16
C -0.45 -1.75 -0.17
C -1.75 0.51 -0.34
C -0.62 -0.32 0.43
H -1.34 -2.36 -0.09
H -0.80 -0.26 1.54
H 0.45 -2.20 0.39
H 0.05 -1.85 -1.10
H -2.40 1.02 0.51
H 0.54 1.42 0.93
H -2.37 -0.29 -0.92
H -2.13 2.01 -1.51
H 3.10 0.17 1.67
H 0.48 0.99 -0.68
H -0.59 1.25 -1.82
H 1.50 0.13 0.59
H 3.98 -0.42 0.70
*
```

**E_HOMO (spin up / spin down)**: -3.06 / -9.75 eV
**Expectation value of S²**: 0.751

Relative to the most stable structure, the computed energies are A) 0.0000; B) 0.0369, all in hartree.

A) The following is a quantum chemistry calculation of a 2-piece molecular cluster, C3H7O4 overall, from the OMol25 dataset.

ORCA input file:
```
! RIJCOSX wB97M-V def2-TZVPD def2/J DEFGRID3
* xyz -1 1
O 1.87 -1.22 1.89
O -0.93 -0.49 -0.99
O -0.77 1.71 -0.53
O -0.95 1.40 -3.87
C -0.57 0.50 -0.31
C 0.12 0.27 1.07
C 0.49 -1.15 1.35
H 0.99 0.93 1.01
H -0.62 0.68 1.76
H -0.47 1.86 -3.17
H -1.39 0.70 -3.38
H -0.11 -1.59 2.13
H 0.49 -1.75 0.44
H 1.86 -1.86 2.60
*
```

**E_HOMO**: -4.38 eV

B) The following is a quantum chemistry calculation of a 2-piece molecular cluster, C3H7O4 overall, from the OMol25 dataset.

ORCA input file:
```
! RIJCOSX wB97M-V def2-TZVPD def2/J DEFGRID3
* xyz -1 1
O 1.90 -0.24 0.02
O 1.31 0.57 2.56
O -2.06 1.14 -0.75
O 1.14 -2.27 -0.65
C -0.17 -0.34 -1.20
C 1.11 -1.04 -0.55
C -0.78 0.66 -0.27
H 0.53 0.04 2.77
H -0.86 -1.15 -1.42
H 0.13 0.14 -2.13
H 1.50 0.32 1.61
H -0.95 0.25 0.72
H -0.16 1.52 -0.06
H -2.65 0.39 -0.65
*
```

**E_HOMO**: -4.55 eV

Relative to the most stable structure, the computed energies are A) 0.0096; B) 0.0000, all in hartree.

A) The following is a quantum chemistry calculation of a 2-piece molecular cluster, C2H8NO3PS overall, from the OMol25 dataset.

ORCA input file:
```
! RIJCOSX wB97M-V def2-TZVPD def2/J DEFGRID3
* xyz 0 1
S -3.99 -0.18 -0.34
P 0.22 0.32 -0.60
O 1.34 1.21 0.19
O 0.52 -1.10 0.22
O -4.49 1.05 0.28
N -1.14 0.81 0.28
C 2.70 1.28 -0.20
C -0.28 -2.24 -0.01
H -0.95 0.93 1.27
H -1.34 -1.98 -0.07
H 3.32 0.96 0.63
H 2.93 2.32 -0.44
H -0.12 -2.90 0.84
H -1.64 1.61 -0.08
H 0.01 -2.75 -0.93
H 2.91 0.66 -1.07
*
```

**E_HOMO (spin up / spin down)**: -8.98 / -8.94 eV
**SMILES**: COP(N)OC.O=S

B) The following is a quantum chemistry calculation of a 2-piece molecular cluster, C2H8NO3PS overall, from the OMol25 dataset.

ORCA input file:
```
! RIJCOSX wB97M-V def2-TZVPD def2/J DEFGRID3
* xyz 0 1
S -3.46 -0.88 0.14
P 0.24 -0.36 -0.71
O -3.76 -0.50 1.56
O 1.55 -1.02 -0.07
O 0.03 0.86 0.40
N -0.91 -1.48 -0.15
C 2.77 -0.43 -0.10
C -0.76 1.99 -0.04
H 3.57 -1.14 0.25
H 2.71 0.60 0.29
H -1.29 -2.19 -0.91
H -1.81 1.73 -0.18
H -0.71 2.61 0.80
H -0.77 -2.02 0.79
H -0.34 2.52 -0.87
H 2.95 -0.28 -1.19
*
```

**E_HOMO (spin up / spin down)**: -8.41 / -8.41 eV
**SMILES**: COP(N)OC.O=S

Relative to the most stable structure, the computed energies are A) 0.0000; B) 0.0294, all in hartree.

A) The following is a quantum chemistry calculation of a 2-piece molecular cluster, C3H5ClOS overall, from the OMol25 dataset.

ORCA input file:
```
! RIJCOSX wB97M-V def2-TZVPD def2/J DEFGRID3
* xyz 0 1
Cl 2.02 -1.73 -0.16
S -2.57 -1.38 -0.05
O -0.74 0.54 -0.06
C 1.68 0.95 -0.15
C 1.34 -0.22 0.37
C -1.90 0.26 -0.19
H -1.39 -1.95 0.21
H -2.69 0.99 -0.42
H 1.21 1.85 0.23
H 2.41 1.04 -0.94
H 0.62 -0.35 1.17
*
```

**E_HOMO**: -8.95 eV
**SMILES**: C=CCl.O=CS

B) The following is a quantum chemistry calculation of C3H5ClOS as an isolated structure, from the OMol25 dataset.

ORCA input file:
```
! RIJCOSX wB97M-V def2-TZVPD def2/J DEFGRID3
* xyz 0 1
Cl 1.56 -1.07 -1.74
S -0.36 1.08 1.61
O -1.73 0.66 -1.80
C -1.31 0.23 -0.62
C 0.96 -0.53 0.00
C 0.14 0.53 -0.07
H 1.91 -0.13 0.27
H 0.68 -1.58 0.49
H 0.52 1.38 -0.74
H -0.28 -0.15 2.22
H -2.10 -0.42 0.38
*
```

**E_HOMO**: -10.16 eV

Relative to the most stable structure, the computed energies are A) 0.0000; B) 0.0508, all in hartree.

A) The following is a quantum chemistry calculation of an isolated molecule of C2H3N3O3, from the OMol25 dataset.

ORCA input file:
```
! RIJCOSX wB97M-V def2-TZVPD def2/J DEFGRID3
* xyz 0 1
O -0.27 -1.66 -1.01
O -2.18 -0.26 0.66
O 2.24 -0.39 -0.70
N -0.92 0.14 0.48
N 0.78 1.46 0.29
N 0.94 0.36 -0.37
C -0.41 1.34 1.03
C -0.07 -0.61 -0.44
H -1.02 2.19 1.29
H 2.30 -0.66 0.38
H -2.36 -1.20 0.42
*
```

**E_HOMO**: -9.00 eV
**SMILES**: O=c1n(O)cnn1O

B) The following is a quantum chemistry calculation of an isolated molecule of C2H3N3O3, from the OMol25 dataset.

ORCA input file:
```
! RIJCOSX wB97M-V def2-TZVPD def2/J DEFGRID3
* xyz 0 1
O 1.12 0.12 0.72
O -1.50 0.02 -0.22
O 1.08 -2.13 0.97
N -0.63 -1.11 -0.01
N -0.98 2.19 -1.08
N 0.76 0.78 -0.42
C -0.52 1.20 -0.48
C 0.60 -1.16 0.54
H 1.39 1.57 -0.72
H -0.31 2.95 -0.99
H -1.21 -1.84 0.26
*
```

**E_HOMO**: -9.92 eV
**SMILES**: [H]/N=C1\NOC(=O)NO1

Relative to the most stable structure, the computed energies are A) 0.0613; B) 0.0000, all in hartree.

A) The following is a quantum chemistry calculation of a 2-piece molecular cluster, C3H9N2O overall, from the OMol25 dataset.

ORCA input file:
```
! RIJCOSX wB97M-V def2-TZVPD def2/J DEFGRID3
* xyz -1 1
O -1.09 0.95 -1.83
N 0.27 -0.62 -2.43
N -1.01 -0.30 -2.04
C -0.79 -0.83 0.51
C -0.39 0.55 0.98
C 0.97 0.57 1.61
H 1.58 0.09 0.84
H -1.15 0.90 1.65
H 1.39 1.54 1.83
H -0.40 1.15 0.08
H 0.95 0.13 -2.28
H 0.85 0.01 2.51
H 0.67 -1.37 -2.99
H -0.14 -1.64 0.62
H -1.72 -1.12 0.95
*
```

**E_HOMO (spin up / spin down)**: -1.74 / -0.68 eV

B) The following is a quantum chemistry calculation of a 2-piece molecular cluster, C3H9N2O overall, from the OMol25 dataset.

ORCA input file:
```
! RIJCOSX wB97M-V def2-TZVPD def2/J DEFGRID3
* xyz -1 1
O -0.21 -1.70 -0.20
N -1.38 1.68 2.35
N 0.07 -0.13 1.82
C -0.24 -0.83 -1.29
C -0.42 1.11 1.67
C 1.14 -0.50 -1.84
H 0.08 1.72 0.90
H 1.75 -1.41 -1.74
H 1.06 -0.13 -2.86
H -0.78 0.09 -1.01
H -1.36 2.69 2.20
H -0.07 -1.09 0.70
H -0.42 -0.49 2.65
H 1.62 0.31 -1.28
H -0.84 -1.31 -2.07
*
```

**E_HOMO**: -3.28 eV

Relative to the most stable structure, the computed energies are A) 0.1850; B) 0.0000, all in hartree.